1.
This record from the Open Molecules 2025 dataset describes C3H3ClOS2 in the gas phase. The level of theory is ωB97M-V with the def2-TZVPD basis set.

Geometry as XYZ:
```
10
Properties=species:S:1:pos:R:3
C 1.07877 1.43213 -1.45126
C -1.07079 -0.10606 -0.38104
C -0.70261 -0.79790 0.91653
O 2.15547 -0.61186 -0.09114
S -0.31707 0.92772 1.11638
S 1.79580 0.78716 0.05560
Cl -2.79581 0.19832 -0.30577
H 1.29603 0.92870 -2.42582
H -1.48196 -1.19911 1.61999
H 0.04217 -1.55910 0.94652
```

Summary:
**Molar mass**: 154.6 g mol⁻¹
**LUMO level (alpha / beta)**: -2.34 / -2.34 eV

Per-atom natural (NBO) charges, elementary charge units: -0.30, -0.26, -0.63, -0.89, 0.33, 1.10, -0.05, 0.17, 0.25, 0.26

2.
This record from the Open Molecules 2025 dataset describes a molecular structure, C42H44N3PdS2SbSi2. The level of theory is ωB97M-V with the def2-TZVPD basis set.

Geometry as XYZ:
```
95
Properties=species:S:1:pos:R:3
Pd 0.33945 -0.78211 -0.35422
N -7.05202 -7.45819 2.72552
C -6.21689 -6.77504 2.33255
C -5.16719 -5.92323 1.83848
C -4.82364 -4.76900 2.53702
C -3.80554 -3.96074 2.06200
C -3.13799 -4.29257 0.88613
C -3.48783 -5.44669 0.19122
C -4.49871 -6.26505 0.66558
C -2.03958 -3.41253 0.39627
C -2.23151 -2.72725 -0.80190
C -3.36508 -2.85705 -1.70059
C -3.05045 -2.17436 -2.82116
C -1.73986 -1.58822 -2.57520
N -1.28321 -1.89390 -1.39284
C -0.86718 -3.38264 1.15184
C -0.55843 -4.30821 2.22815
C 0.70561 -4.04811 2.61880
C 1.15430 -2.93973 1.79495
N 0.24151 -2.55001 0.94763
H -5.35206 -4.51113 3.44422
H -3.53583 -3.05970 2.59987
H -2.96000 -5.71363 -0.71568
H -4.77002 -7.16717 0.13521
H -4.25940 -3.42160 -1.49777
H -3.63150 -2.06103 -3.72164
H -1.16951 -0.96423 -3.24818
H -1.22194 -5.07634 2.58976
H 1.29144 -4.54692 3.37289
H 2.11979 -2.45780 1.83200
S 1.77369 -3.05452 -2.67417
C 1.96938 -1.84858 -1.66865
S 3.22389 -1.38404 -0.65610
Sb 2.68689 1.51012 -0.83090
C 4.69153 2.12321 -0.57515
C 5.71236 1.17392 -0.58829
C 7.03408 1.57275 -0.45387
C 7.34137 2.91729 -0.29955
C 6.32819 3.86403 -0.28525
C 5.00411 3.47120 -0.42276
C 2.55614 1.31558 -2.93388
C 3.67952 1.47430 -3.73692
C 3.57850 1.32303 -5.11419
C 2.35774 1.01889 -5.69708
C 1.23148 0.85914 -4.90055
C 1.33596 0.99986 -3.52568
C 1.64701 3.34541 -0.52878
C 0.84741 3.89222 -1.52836
C 0.13761 5.06169 -1.28559
C 0.22260 5.68679 -0.05050
C 1.02115 5.14589 0.94824
C 1.72442 3.97388 0.71285
H 5.49039 0.12208 -0.71642
H 7.82326 0.83264 -0.46833
H 8.37262 3.22670 -0.19243
H 6.56685 4.91319 -0.17012
H 4.22395 4.22237 -0.41916
H 4.64094 1.71618 -3.29863
H 4.45736 1.44934 -5.73265
H 2.28201 0.90891 -6.77067
H 0.27478 0.62818 -5.35241
H 0.45000 0.87505 -2.91205
H 0.78608 3.42729 -2.50407
H -0.47680 5.48805 -2.06814
H -0.32916 6.59935 0.13332
H 1.09350 5.63465 1.91137
H 2.34315 3.56168 1.50320
C -3.53455 -0.19060 0.80314
Si -2.35952 1.18385 0.27926
C -2.43908 1.47479 -1.58877
C -2.93401 2.79095 1.05883
C -0.60560 0.84275 0.82225
Si -0.16656 0.64140 2.62631
C -1.11678 -0.76872 3.42686
C -0.58858 2.21075 3.56540
C 1.68696 0.40237 2.84889
H -4.33200 -0.34887 0.07396
H -4.00748 0.06282 1.75480
H -3.01302 -1.13870 0.94578
H -3.18796 0.84802 -2.07776
H -1.47823 1.29975 -2.07313
H -2.70703 2.51551 -1.78399
H -3.88123 3.10349 0.61160
H -2.20559 3.58752 0.88566
H -3.08942 2.70221 2.13477
H -0.04504 1.71466 0.45992
H -2.13233 -0.45027 3.67337
H -0.63653 -1.07606 4.35917
H -1.19526 -1.64859 2.78699
H -1.66126 2.31783 3.73204
H -0.24397 3.10028 3.03540
H -0.10409 2.19393 4.54547
H 2.11925 -0.36239 2.20511
H 1.90997 0.14344 3.88710
H 2.21824 1.33432 2.63297
```

Summary:
**⟨S²⟩**: 8.8466
**Molar mass**: 939.3 g mol⁻¹
**2S+1**: 6
**Net charge**: +1
**LUMO level (alpha / beta)**: -3.92 / -5.67 eV

Per-atom Löwdin charges, elementary charge units: 0.73, 0.18, -0.17, -0.21, 0.00, 0.00, -0.20, -0.01, 0.00, -0.06, -0.20, 0.01, 0.00, -0.10, 0.02, -0.19, 0.02, 0.01, -0.10, 0.01, 0.13, 0.12, 0.13, 0.13, 0.12, 0.12, 0.11, 0.13, 0.12, 0.08, 0.68, -1.37, 0.54, 1.52, -0.38, -0.14, -0.07, -0.07, -0.07, -0.11, -0.38, -0.10, -0.06, -0.07, -0.07, -0.17, -0.39, -0.11, -0.07, -0.07, -0.07, -0.15, 0.05, 0.11, 0.11, 0.11, 0.09, 0.10, 0.11, 0.11, 0.11, 0.05, 0.09, 0.11, 0.11, 0.11, 0.10, -0.16, 0.42, -0.17, -0.17, -0.39, 0.40, -0.16, -0.16, -0.18, 0.04, 0.04, -0.01, 0.03, -0.01, 0.04, 0.04, 0.03, 0.02, -0.04, 0.04, 0.04, -0.01, 0.02, 0.02, 0.04, -0.03, 0.04, 0.02

3.
This record from the Open Molecules 2025 dataset describes a molecular structure, C5H10Cl10F18P3V. The level of theory is ωB97M-V with the def2-TZVPD basis set.

Geometry as XYZ:
```
47
Properties=species:S:1:pos:R:3
V 40.52371 15.25845 -17.60776
P 40.57139 17.67354 -16.28250
F 41.27166 16.26142 -15.83196
F 41.99350 18.39642 -16.05344
F 41.03331 17.33513 -17.81462
F 39.79966 18.99378 -16.70636
F 39.26337 16.74122 -16.54421
F 40.13204 17.98182 -14.76090
P 37.73567 15.05831 -19.12772
F 38.53336 14.24967 -17.90354
F 36.45092 14.03516 -19.09631
F 37.06287 15.99628 -18.00893
F 37.06121 15.80296 -20.38637
F 39.08595 15.90006 -19.31908
F 38.35919 13.89758 -20.10787
P 42.33451 13.35596 -18.53590
F 41.53832 13.40296 -17.13189
F 40.86769 13.73200 -19.18428
F 42.60708 14.98408 -18.32966
F 43.03151 13.44527 -19.96755
F 43.70774 13.02811 -17.78313
F 42.00251 11.81616 -18.75085
C 42.03825 21.68149 -17.30644
Cl 41.71176 21.45386 -15.59024
Cl 43.07657 23.07432 -17.56378
H 42.57148 20.79660 -17.63759
H 41.11524 21.82412 -17.85628
C 37.57414 19.44733 -13.07096
Cl 37.70007 21.16631 -13.37553
Cl 35.90235 18.87405 -13.45172
H 38.15464 18.90244 -13.80931
H 37.87470 19.12760 -12.08127
C 41.13545 20.30734 -12.11663
Cl 40.28986 19.65888 -10.69843
Cl 41.73146 21.95092 -11.88727
H 42.00728 19.68412 -12.28131
H 40.50427 20.21224 -12.99499
C 36.72811 18.86207 -18.00759
Cl 36.94171 20.33401 -18.98103
Cl 35.17705 18.95778 -17.13489
H 36.68269 18.01329 -18.67628
H 37.50374 18.87925 -17.25517
C 44.11097 18.04303 -13.33511
Cl 45.41918 19.00308 -12.63142
Cl 43.04940 17.41547 -12.04662
H 43.52571 18.62097 -14.04477
H 44.49056 17.18050 -13.87324
```

Summary:
**⟨S²⟩**: 3.7517
**Molar mass**: 910.5 g mol⁻¹
**2S+1**: 4
**Net charge**: -1
**LUMO level (alpha / beta)**: 2.06 / 2.04 eV

Per-atom natural (NBO) charges, elementary charge units: 1.41, 2.58, -0.56, -0.57, -0.55, -0.56, -0.56, -0.57, 2.59, -0.58, -0.58, -0.56, -0.57, -0.57, -0.59, 2.59, -0.56, -0.55, -0.56, -0.56, -0.56, -0.56, -0.40, -0.03, -0.03, 0.23, 0.23, -0.40, -0.01, -0.06, 0.23, 0.23, -0.40, -0.04, -0.02, 0.22, 0.23, -0.37, -0.06, -0.05, 0.25, 0.23, -0.40, -0.02, -0.04, 0.24, 0.23

These records have ΔE to the lowest compared entry with this formula, charge and spin values of 7.405, 0.000, 0.051 eV, in the order they appear.
These records have total energy values of -39391.78640, -96171.80860, -233062.78657 eV, in the order they appear.
These records have largest force on an atom values of 2.0, 0.5, 5.4 eV/Å, in the order they appear.